(1)
{"formula": "C31H28N6OS2Tc", "method": "the ωB97M-V functional and the def2-TZVPD basis", "symbols": ["Tc", "C", "C", "C", "C", "C", "C", "C", "N", "N", "C", "C", "C", "C", "C", "C", "N", "C", "C", "C", "C", "C", "C", "N", "H", "H", "H", "H", "H", "H", "H", "H", "H", "H", "H", "H", "H", "H", "H", "H", "H", "H", "H", "H", "S", "C", "C", "N", "C", "S", "C", "N", "C", "C", "O", "C", "C", "C", "C", "C", "C", "H", "H", "H", "H", "H", "H", "H", "H"], "coordinates": [[-0.2630, -0.6616, 0.0346], [1.1062, -3.3697, 0.1340], [1.2215, -3.1660, 1.6427], [-0.0431, -2.7262, 2.3389], [-0.4892, -3.4307, 3.4454], [-1.6491, -3.0472, 4.0953], [-2.3556, -1.9573, 3.6131], [-1.8712, -1.3011, 2.5055], [-0.7308, -1.6580, 1.8785], [1.1580, -2.1037, -0.6460], [0.8833, -2.3862, -2.0822], [0.5224, -1.1125, -2.7919], [0.6212, -0.9893, -4.1643], [0.1461, 0.1598, -4.7744], [-0.4038, 1.1637, -3.9891], [-0.4643, 0.9791, -2.6260], [-0.0049, -0.1346, -2.0265], [2.5086, -1.4610, -0.5794], [2.6511, -0.5227, 0.5816], [3.8672, -0.2435, 1.1739], [3.9038, 0.6345, 2.2461], [2.7197, 1.1935, 2.7039], [1.5450, 0.8764, 2.0570], [1.5105, 0.0496, 1.0006], [1.9114, -4.0215, -0.2166], [0.1570, -3.8484, -0.1085], [1.5146, -4.1228, 2.0726], [2.0345, -2.4787, 1.8861], [0.0780, -4.2835, 3.7915], [-2.0019, -3.5988, 4.9564], [-3.2769, -1.6285, 4.0714], [-2.4064, -0.4699, 2.0711], [1.7442, -2.8725, -2.5476], [0.0366, -3.0719, -2.1374], [1.0280, -1.8038, -4.7482], [0.1901, 0.2657, -5.8500], [-0.8026, 2.0678, -4.4262], [-0.9030, 1.7273, -1.9811], [3.2812, -2.2326, -0.5615], [2.6441, -0.8869, -1.4983], [4.7670, -0.7209, 0.8096], [4.8437, 0.8676, 2.7284], [2.7015, 1.8628, 3.5519], [0.5984, 1.2795, 2.3858], [-3.9082, 0.6877, -1.6712], [-3.3399, -0.4869, -2.7013], [-3.4981, -0.3042, -4.1283], [-3.5548, -0.1116, -5.2591], [-2.6400, -1.6294, -2.2833], [-2.1847, -1.9964, -0.6563], [-2.2370, -2.6078, -3.2487], [-1.8245, -3.4160, -3.9587], [-2.9488, 2.4746, 1.4776], [-1.5913, 2.2072, 0.9095], [-1.3408, 1.0337, 0.5926], [-0.6276, 3.3007, 0.7306], [-0.8623, 4.5353, 1.3436], [0.0455, 5.5702, 1.1952], [1.1802, 5.3891, 0.4167], [1.4180, 4.1680, -0.2084], [0.5245, 3.1279, -0.0434], [-3.6075, 1.6394, 1.2484], [-3.3710, 3.4013, 1.0952], [-2.8702, 2.5701, 2.5652], [-1.7486, 4.6930, 1.9423], [-0.1375, 6.5199, 1.6783], [1.8793, 6.2047, 0.2882], [2.2973, 4.0366, -0.8246], [0.7186, 2.1774, -0.5209]], "lowdin_spin": [1.769, 0.004, 0.001, 0.010, -0.002, 0.014, -0.001, 0.010, -0.004, -0.001, 0.002, 0.011, -0.002, 0.014, -0.001, 0.016, 0.007, 0.006, 0.012, -0.001, 0.011, -0.001, 0.010, 0.015, 0.000, 0.000, 0.000, 0.001, 0.000, 0.001, 0.000, 0.001, 0.000, 0.000, 0.000, 0.001, 0.000, 0.005, 0.000, 0.000, 0.000, 0.001, 0.000, 0.000, 0.475, 0.020, -0.006, -0.031, 0.267, 0.156, 0.024, 0.119, 0.003, 0.007, 0.055, 0.002, 0.000, 0.000, 0.000, 0.000, 0.001, 0.000, 0.000, 0.000, 0.000, 0.000, 0.000, 0.000, 0.001], "total_charge": 2, "e_above_lowest_ev": 0.022, "e_lumo_ha": [-0.21864, -0.28295], "spin_multiplicity": 4, "e_homo_ev": [-13.725, -14.017], "orbital_gap_ev": [7.776, 6.317], "total_energy_ev": -67445.5550}

(2)
{"formula": "C31H28N6RuS4Se", "method": "the ωB97M-V functional and the def2-TZVPD basis", "symbols": ["Ru", "S", "C", "C", "C", "C", "N", "C", "C", "C", "S", "C", "N", "H", "H", "S", "C", "N", "C", "C", "N", "C", "C", "C", "C", "C", "C", "C", "C", "S", "C", "C", "C", "C", "C", "C", "C", "H", "H", "H", "H", "H", "H", "H", "H", "H", "H", "H", "H", "H", "H", "H", "H", "H", "H", "C", "N", "C", "C", "N", "C", "C", "Se", "H", "H", "H", "H", "H", "H", "H", "H"], "coordinates": [[1.6164, -1.5477, 0.4244], [3.6072, -0.5926, -0.1337], [4.5583, -1.9018, -0.6869], [5.7780, -1.6851, -1.3459], [6.4730, -2.7608, -1.8846], [7.7078, -2.5209, -2.5660], [8.7130, -2.3173, -3.1077], [5.9696, -4.0769, -1.7764], [4.8046, -4.3195, -1.0679], [4.0780, -3.2671, -0.5019], [2.6695, -3.5784, 0.3922], [6.6170, -5.1676, -2.4302], [7.1054, -6.0621, -2.9829], [6.1800, -0.6839, -1.4600], [4.4440, -5.3419, -0.9456], [0.2669, 0.2499, 0.8103], [-1.3034, -0.3177, 0.5554], [-2.3434, 0.5447, 0.3405], [-3.6800, 0.0202, -0.0162], [-3.9620, -1.2030, 0.8395], [-2.8655, -2.1718, 0.6583], [-3.2211, -3.5960, 0.6234], [-3.8167, -3.9937, -0.6973], [-3.1070, -3.7567, -1.8940], [-3.6471, -4.1522, -3.1129], [-4.8939, -4.7951, -3.1608], [-5.6044, -5.0225, -1.9697], [-5.0684, -4.6117, -0.7476], [-1.5721, -1.7590, 0.5635], [-0.2967, -2.8448, 0.4592], [-2.1972, 2.0059, 0.3895], [-3.0603, 2.5568, 1.4887], [-2.6747, 2.3828, 2.8266], [-3.4819, 2.8334, 3.8576], [-4.6993, 3.4581, 3.5686], [-5.0946, 3.6370, 2.2350], [-4.2719, 3.1978, 1.2027], [-3.7200, -0.2018, -1.0883], [-4.4391, 0.7756, 0.1522], [-4.9089, -1.6554, 0.5321], [-4.0685, -0.9553, 1.9058], [-3.9524, -3.7895, 1.4167], [-2.3158, -4.1670, 0.8314], [-2.1371, -3.2649, -1.8470], [-3.0991, -3.9360, -4.0240], [-5.3030, -5.1266, -4.1113], [-6.5824, -5.4970, -1.9884], [-5.6217, -4.7703, 0.1744], [-2.4962, 2.4187, -0.5772], [-1.1464, 2.2601, 0.5600], [-1.7406, 1.8848, 3.0758], [-3.1656, 2.6845, 4.8891], [-5.3640, 3.7938, 4.3635], [-6.0317, 4.1332, 2.0019], [-4.5809, 3.3617, 0.1794], [4.8820, 4.0458, -1.8743], [4.4190, 4.5998, -0.6208], [4.9958, 5.6769, 0.0795], [4.2917, 5.8754, 1.1963], [3.2554, 4.9247, 1.2347], [2.2709, 4.7357, 2.2784], [3.3300, 4.1105, 0.1039], [2.2366, 2.7571, -0.3217], [5.3787, 4.8154, -2.4621], [4.0152, 3.6444, -2.3956], [5.5777, 3.2177, -1.7121], [5.8514, 6.1950, -0.3271], [4.3916, 6.5947, 1.9964], [2.1869, 5.6363, 2.8796], [2.5422, 3.9063, 2.9396], [1.3214, 4.4772, 1.8121]], "lowdin_spin": [2.385, 0.300, 0.117, 0.005, 0.065, 0.005, 0.034, 0.025, 0.046, 0.102, 0.394, 0.001, 0.005, -0.001, 0.000, 0.341, 0.241, 0.230, 0.015, 0.014, 0.194, 0.014, 0.009, 0.001, 0.000, 0.001, 0.000, 0.001, 0.197, 0.169, 0.022, 0.007, 0.003, 0.000, 0.002, 0.001, 0.002, 0.006, 0.001, 0.001, 0.005, 0.004, 0.001, 0.001, 0.000, 0.000, 0.000, 0.000, 0.007, 0.004, 0.000, 0.000, 0.000, 0.000, 0.000, 0.000, 0.000, 0.000, 0.000, 0.000, 0.000, 0.003, 0.013, 0.000, 0.000, 0.000, 0.000, 0.000, 0.000, 0.000, 0.000], "total_charge": 1, "e_above_lowest_ev": 0.000, "e_lumo_ha": [-0.11692, -0.22967], "spin_multiplicity": 6, "e_homo_ev": [-9.651, -9.640], "orbital_gap_ev": [6.470, 3.390], "total_energy_ev": -152803.9959}

(3)
{"formula": "C31H28NO6PdSi", "method": "the ωB97M-V functional and the def2-TZVPD basis", "symbols": ["Pd", "O", "C", "O", "C", "C", "C", "C", "C", "O", "C", "C", "O", "O", "H", "H", "H", "H", "H", "H", "H", "H", "O", "Si", "C", "C", "C", "C", "C", "C", "C", "C", "C", "C", "C", "C", "C", "C", "C", "C", "C", "C", "H", "H", "H", "H", "H", "H", "H", "H", "H", "H", "H", "H", "H", "H", "H", "C", "C", "C", "N", "C", "C", "H", "H", "H", "H", "H"], "coordinates": [[2.0183, -0.1725, -1.9854], [4.3395, 2.3665, -0.2366], [3.2863, 1.9868, -0.6783], [3.1935, 1.3844, -1.8521], [1.9923, 2.3046, 0.0898], [1.0021, 3.1111, -0.7564], [-0.0527, 3.8285, 0.0850], [-1.0465, 2.6940, 0.3951], [-0.6177, 1.5989, -0.5911], [0.1975, 2.2075, -1.5363], [1.3176, 1.0721, 0.7523], [2.3250, -0.0763, 0.8803], [2.8249, -0.3029, 1.9600], [2.5746, -0.7507, -0.2024], [2.3323, 2.9479, 0.9007], [1.5335, 3.7638, -1.4448], [-0.5305, 4.5910, -0.5277], [0.3577, 4.3067, 0.9721], [-2.0795, 2.9899, 0.2186], [-0.9760, 2.3354, 1.4219], [-1.4201, 1.0905, -1.1174], [1.0081, 1.3430, 1.7570], [0.1365, 0.5510, 0.0582], [-0.8400, -1.2078, 1.6022], [0.4487, -2.4748, 1.6366], [0.8098, -3.1394, 0.4557], [1.8012, -4.1011, 0.4705], [2.4338, -4.4173, 1.6663], [2.0759, -3.7826, 2.8477], [1.0941, -2.8095, 2.8352], [-1.0487, -0.0310, 2.9751], [-2.3239, 0.4864, 3.2489], [-2.5136, 1.3566, 4.3093], [-1.4349, 1.7220, 5.1036], [-0.1654, 1.2201, 4.8451], [0.0322, 0.3435, 3.7910], [-2.2532, -1.5059, 0.4769], [-3.0845, -0.4818, 0.0032], [-4.1817, -0.7719, -0.7881], [-4.4760, -2.0934, -1.1053], [-3.6775, -3.1218, -0.6298], [-2.5702, -2.8320, 0.1544], [0.3186, -2.8898, -0.4788], [2.0900, -4.6001, -0.4446], [3.2146, -5.1663, 1.6767], [2.5717, -4.0389, 3.7735], [0.8246, -2.3145, 3.7590], [-3.1726, 0.1974, 2.6417], [-3.5002, 1.7470, 4.5196], [-1.5855, 2.3992, 5.9342], [0.6713, 1.5126, 5.4652], [1.0304, -0.0247, 3.5807], [-2.8870, 0.5471, 0.2782], [-4.8181, 0.0262, -1.1469], [-5.3404, -2.3202, -1.7155], [-3.9172, -4.1499, -0.8655], [-1.9509, -3.6430, 0.5171], [0.8730, 0.5859, -6.5939], [-0.0739, 0.1313, -5.6871], [0.2873, 0.0084, -4.3611], [1.5191, 0.2998, -3.9312], [2.4304, 0.7493, -4.7970], [2.1425, 0.9050, -6.1403], [0.6214, 0.6931, -7.6403], [-1.0785, -0.1178, -5.9965], [-0.4208, -0.3288, -3.6128], [3.4019, 0.9894, -4.3844], [2.9053, 1.2730, -6.8106]], "lowdin_charge": [1.073, 0.141, -0.573, -0.132, -0.087, -0.229, -0.074, -0.064, -0.337, -0.026, -0.153, -0.589, 0.113, -0.124, 0.165, 0.170, 0.125, 0.129, 0.126, 0.109, 0.142, 0.128, -0.118, 1.024, -0.274, -0.106, -0.054, -0.034, -0.044, -0.071, -0.262, -0.086, -0.059, -0.047, -0.045, -0.091, -0.251, -0.108, -0.056, -0.054, -0.057, -0.079, 0.105, 0.114, 0.117, 0.117, 0.105, 0.099, 0.114, 0.116, 0.118, 0.094, 0.090, 0.114, 0.115, 0.115, 0.104, -0.035, -0.039, -0.114, -0.081, -0.091, -0.025, 0.120, 0.115, 0.114, 0.120, 0.119], "total_charge": 1, "e_above_lowest_ev": 1.319, "e_lumo_ha": [-0.14163, -0.14160], "e_homo_ev": [-11.819, -11.819], "orbital_gap_ev": [7.965, 7.966], "total_energy_ev": -57727.8255}